No. 1
Here is a cluster of 9 separate species, C52H128N8O2S in total from the Open Molecules 2025 dataset. Energies are from the ωB97M-V functional and the def2-TZVPD basis.

Summary:
**SMILES**: O=S1(=O)CCCC1.CCN(CC)CC.CCN(CC)CC.CCN(CC)CC.CCN(CC)CC.CCN(CC)CC.CCN(CC)CC.CCN(CC)CC.CCN(CC)CC
**LUMO energy**: 0.01301 Ha
**Highest occupied orbital energy**: -7.81 eV
**ΔE to the lowest compared entry with this formula, charge and spin**: 0.0 kcal/mol
**Gap between HOMO and LUMO**: 8.16 eV

```
191
Properties=species:S:1:pos:R:3:lowdin_charge:R:1
O 1.615 7.394 1.037 -0.36
S 1.003 6.496 0.005 0.73
O 1.665 5.216 -0.272 -0.36
C -0.787 6.226 0.400 -0.21
C -1.558 6.612 -0.872 -0.23
C -0.781 7.773 -1.384 -0.26
C 0.694 7.415 -1.605 -0.17
H -1.034 6.843 1.264 0.11
H -0.860 5.179 0.693 0.09
H -1.718 5.759 -1.532 0.12
H -2.581 6.834 -0.569 0.12
H -0.890 8.545 -0.622 0.13
H -1.131 8.119 -2.356 0.12
H 1.347 8.287 -1.577 0.11
H 0.854 6.596 -2.306 0.10
C 1.539 5.044 3.426 -0.09
C 2.820 4.415 3.985 -0.26
N 4.053 4.932 3.406 -0.15
C 5.214 4.742 4.347 -0.24
C 5.436 3.332 4.852 -0.09
C 4.340 4.493 2.014 -0.23
C 5.345 5.387 1.328 -0.09
H 1.378 6.117 3.529 0.07
H 0.689 4.638 3.973 0.07
H 1.391 4.856 2.362 0.03
H 2.796 4.655 5.048 0.12
H 2.696 3.349 3.796 0.09
H 6.117 5.135 3.881 0.09
H 5.170 5.430 5.191 0.11
H 4.559 3.127 5.466 0.06
H 5.407 2.614 4.033 0.05
H 6.272 3.195 5.538 0.08
H 3.445 4.548 1.394 0.09
H 4.724 3.474 2.052 0.10
H 5.515 4.930 0.353 0.07
H 6.312 5.497 1.820 0.06
H 4.976 6.392 1.126 0.08
C 2.345 -0.380 -4.245 -0.08
C 1.900 -1.761 -4.666 -0.25
N 0.421 -1.786 -4.549 -0.19
C -0.252 -1.013 -5.610 -0.24
C 0.055 -1.261 -7.131 -0.08
C 0.025 -3.198 -4.541 -0.25
C -1.496 -3.425 -4.545 -0.08
H 2.036 0.295 -5.042 0.07
H 3.434 -0.388 -4.185 0.07
H 1.964 -0.093 -3.265 0.06
H 2.189 -2.071 -5.670 0.11
H 2.216 -2.494 -3.923 0.11
H -1.333 -1.078 -5.484 0.09
H 0.015 0.026 -5.416 0.09
H -0.552 -0.660 -7.809 0.06
H 1.052 -1.029 -7.503 0.06
H -0.225 -2.243 -7.513 0.06
H 0.534 -3.735 -3.740 0.11
H 0.413 -3.620 -5.468 0.10
H -1.960 -2.760 -3.817 0.04
H -1.724 -4.457 -4.282 0.07
H -2.004 -3.299 -5.501 0.07
C -1.373 -4.218 4.268 -0.10
C -2.294 -5.351 3.945 -0.26
N -1.609 -6.322 3.043 -0.20
C -2.268 -7.615 3.015 -0.24
C -1.312 -8.780 2.570 -0.08
C -1.218 -5.832 1.706 -0.23
C -2.317 -5.048 1.046 -0.11
H -0.376 -4.622 4.443 0.07
H -1.709 -3.691 5.161 0.08
H -1.224 -3.407 3.556 0.05
H -2.489 -5.827 4.906 0.11
H -3.307 -5.030 3.702 0.11
H -2.669 -7.754 4.019 0.11
H -3.101 -7.440 2.334 0.10
H -1.344 -9.040 1.512 0.06
H -0.300 -8.631 2.945 0.07
H -1.720 -9.678 3.033 0.06
H -0.926 -6.684 1.092 0.11
H -0.303 -5.241 1.742 0.11
H -3.303 -5.505 0.967 0.07
H -2.164 -4.862 -0.017 0.07
H -2.332 -4.029 1.434 0.05
C -5.152 0.738 -4.601 -0.09
C -4.615 -0.617 -5.050 -0.24
N -5.537 -1.705 -4.729 -0.18
C -6.865 -1.520 -5.327 -0.24
C -6.798 -1.615 -6.892 -0.08
C -5.600 -2.211 -3.318 -0.22
C -4.296 -2.448 -2.571 -0.09
H -5.884 1.180 -5.277 0.07
H -4.323 1.441 -4.521 0.06
H -5.500 0.721 -3.569 0.07
H -4.340 -0.614 -6.105 0.11
H -3.687 -0.687 -4.482 0.08
H -7.236 -0.538 -5.032 0.10
H -7.500 -2.353 -5.024 0.11
H -6.130 -0.841 -7.269 0.05
H -7.769 -1.483 -7.368 0.07
H -6.333 -2.569 -7.140 0.07
H -6.141 -1.530 -2.660 0.08
H -6.199 -3.121 -3.364 0.11
H -4.454 -2.748 -1.535 0.07
H -3.785 -3.223 -3.143 0.06
H -3.667 -1.571 -2.418 0.05
C 0.350 2.212 0.540 -0.08
C 0.488 0.858 -0.159 -0.23
N -0.831 0.261 -0.448 -0.16
C -0.812 -1.200 -0.630 -0.24
C -0.408 -1.847 0.672 -0.09
C -1.777 0.852 -1.388 -0.24
C -1.324 0.803 -2.862 -0.07
H -0.339 2.119 1.380 0.06
H -0.035 3.020 -0.081 0.05
H 1.293 2.517 0.994 0.07
H 0.932 1.106 -1.123 0.09
H 1.292 0.220 0.208 0.10
H -1.786 -1.571 -0.952 0.10
H -0.171 -1.486 -1.464 0.10
H 0.525 -1.527 1.135 0.06
H -1.218 -1.777 1.398 0.06
H -0.183 -2.888 0.438 0.07
H -1.918 1.899 -1.123 0.10
H -2.780 0.433 -1.311 0.08
H -0.361 1.222 -3.153 0.07
H -2.125 1.149 -3.516 0.06
H -1.261 -0.266 -3.068 0.04
C -4.000 1.743 1.811 -0.07
C -4.164 0.207 1.932 -0.25
N -5.497 -0.186 1.524 -0.19
C -5.579 -0.295 0.062 -0.23
C -6.910 0.442 -0.391 -0.06
C -5.783 -1.453 2.149 -0.28
C -7.281 -1.796 2.069 -0.08
H -4.557 2.409 2.471 0.07
H -4.285 2.133 0.834 0.06
H -2.944 1.948 1.983 0.05
H -3.359 -0.271 1.373 0.10
H -4.067 -0.094 2.976 0.11
H -4.783 0.214 -0.480 0.09
H -5.585 -1.327 -0.290 0.09
H -6.823 1.521 -0.264 0.07
H -7.067 0.320 -1.462 0.04
H -7.708 0.034 0.230 0.05
H -5.573 -1.362 3.214 0.11
H -5.225 -2.286 1.721 0.11
H -7.469 -1.972 1.010 0.06
H -7.887 -0.981 2.464 0.08
H -7.541 -2.725 2.577 0.07
C 4.096 0.102 3.355 -0.08
C 3.481 -0.464 4.668 -0.23
N 2.079 -0.862 4.414 -0.19
C 1.245 0.308 4.396 -0.27
C -0.024 -0.045 3.616 -0.06
C 1.685 -1.617 5.566 -0.27
C 2.166 -3.083 5.402 -0.07
H 5.169 0.243 3.481 0.06
H 3.638 1.030 3.012 0.05
H 3.895 -0.680 2.623 0.07
H 3.995 -1.337 5.070 0.10
H 3.588 0.237 5.495 0.11
H 1.046 0.721 5.385 0.12
H 1.725 1.146 3.891 0.09
H -0.843 0.652 3.796 0.07
H 0.105 0.113 2.545 0.04
H -0.409 -1.019 3.915 0.06
H 0.615 -1.678 5.763 0.11
H 2.073 -1.029 6.398 0.11
H 1.823 -3.769 6.177 0.07
H 3.224 -3.296 5.249 0.06
H 1.772 -3.509 4.480 0.06
C 4.666 0.295 -0.459 -0.07
C 6.104 0.290 0.134 -0.22
N 7.154 0.633 -0.871 -0.20
C 7.472 -0.483 -1.850 -0.22
C 8.079 0.044 -3.153 -0.09
C 8.352 1.159 -0.304 -0.29
C 8.148 2.561 0.301 -0.07
H 4.447 1.169 -1.071 0.07
H 3.821 0.166 0.218 0.05
H 4.642 -0.404 -1.295 0.05
H 6.195 0.860 1.058 0.08
H 6.261 -0.719 0.514 0.10
H 6.534 -0.965 -2.127 0.10
H 8.129 -1.145 -1.286 0.11
H 7.600 0.999 -3.369 0.08
H 7.988 -0.645 -3.992 0.07
H 9.159 0.149 -3.051 0.06
H 8.675 0.413 0.422 0.11
H 9.105 1.163 -1.092 0.10
H 9.097 3.035 0.554 0.07
H 7.706 3.203 -0.461 0.07
H 7.450 2.476 1.134 0.05
```

---

No. 2
Here is a cluster of 14 separate species, C52H132N26O6P6 in total from the Open Molecules 2025 dataset. Energies are from the ωB97M-V functional and the def2-TZVPD basis.

Summary:
**LUMO energy**: 0.00005 Ha
**Highest occupied orbital energy**: -7.94 eV
**Gap between HOMO and LUMO**: 7.94 eV

```
222
Properties=species:S:1:pos:R:3:lowdin_charge:R:1
O -1.655 -0.763 -7.854 -0.31
P -1.944 -2.211 -7.632 0.64
N -3.556 -2.634 -8.116 -0.29
C -4.006 -4.053 -8.411 -0.11
C -4.690 -1.737 -7.894 -0.12
N -2.007 -2.705 -5.971 -0.29
C -2.754 -3.918 -5.437 -0.09
C -1.326 -1.853 -4.964 -0.12
N -0.819 -3.414 -8.338 -0.31
C -0.618 -3.467 -9.780 -0.13
C 0.219 -4.102 -7.478 -0.09
H -4.847 -4.001 -9.103 0.07
H -4.379 -4.559 -7.520 0.06
H -3.312 -4.700 -8.947 0.06
H -4.978 -1.225 -8.811 0.08
H -4.412 -0.983 -7.157 0.06
H -5.566 -2.256 -7.505 0.08
H -3.838 -3.815 -5.395 0.06
H -2.425 -4.794 -5.996 0.07
H -2.464 -4.125 -4.407 0.06
H -1.495 -0.807 -5.218 0.07
H -1.864 -1.965 -4.023 0.05
H -0.257 -2.048 -4.877 0.07
H -1.052 -2.510 -10.067 0.07
H 0.436 -3.373 -10.041 0.08
H -1.205 -4.279 -10.210 0.07
H 1.037 -3.383 -7.430 0.08
H 0.581 -5.038 -7.902 0.07
H -0.205 -4.374 -6.511 0.05
O 6.027 -2.806 3.383 -0.31
P 5.199 -1.937 2.471 0.64
N 5.017 -0.315 2.994 -0.30
C 5.859 0.806 2.511 -0.10
C 4.336 -0.071 4.293 -0.11
N 3.578 -2.519 2.410 -0.30
C 2.424 -1.812 1.847 -0.10
C 3.368 -3.944 2.483 -0.12
N 5.663 -1.801 0.810 -0.31
C 4.921 -1.106 -0.235 -0.11
C 6.954 -2.237 0.459 -0.16
H 6.107 1.493 3.320 0.07
H 5.411 1.351 1.680 0.06
H 6.808 0.443 2.116 0.07
H 4.085 0.989 4.277 0.05
H 5.098 -0.273 5.046 0.08
H 3.521 -0.759 4.517 0.09
H 2.712 -0.761 1.847 0.05
H 2.333 -2.089 0.797 0.07
H 1.512 -2.012 2.411 0.07
H 4.069 -4.420 3.168 0.07
H 2.410 -4.202 2.934 0.08
H 3.432 -4.373 1.483 0.07
H 5.522 -0.815 -1.096 0.09
H 4.118 -1.696 -0.677 0.05
H 4.463 -0.238 0.239 0.04
H 7.599 -1.404 0.737 0.07
H 7.244 -2.526 -0.551 0.09
H 7.225 -3.063 1.116 0.07
O 0.894 4.513 5.744 -0.29
P 2.291 4.783 6.198 0.62
N 2.464 5.348 7.814 -0.31
C 3.736 5.769 8.486 -0.08
C 1.380 4.969 8.688 -0.14
N 3.144 5.886 5.251 -0.30
C 3.522 5.468 3.898 -0.14
C 2.820 7.347 5.291 -0.09
N 3.331 3.386 6.395 -0.28
C 2.859 2.040 6.593 -0.12
C 4.843 3.529 6.389 -0.08
H 4.374 6.297 7.778 0.07
H 4.257 4.870 8.817 0.06
H 3.453 6.403 9.326 0.08
H 1.470 3.903 8.899 0.07
H 0.396 5.032 8.225 0.06
H 1.274 5.569 9.592 0.08
H 2.785 5.792 3.162 0.08
H 4.493 5.865 3.601 0.07
H 3.581 4.393 3.723 0.06
H 2.659 7.653 6.324 0.07
H 3.584 7.965 4.818 0.08
H 1.875 7.543 4.785 0.08
H 2.322 1.961 7.539 0.07
H 2.130 1.900 5.795 0.06
H 3.640 1.282 6.537 0.07
H 5.143 3.564 7.436 0.06
H 5.104 4.455 5.876 0.06
H 5.338 2.685 5.908 0.06
O -0.089 0.244 2.159 -0.30
P -0.013 1.298 1.092 0.64
N 1.563 1.800 0.798 -0.28
C 2.380 2.415 1.839 -0.11
C 2.220 1.468 -0.482 -0.11
N -0.779 2.783 1.612 -0.29
C -2.155 2.690 2.197 -0.09
C -0.553 4.068 1.019 -0.16
N -0.758 0.873 -0.432 -0.26
C -0.826 1.805 -1.606 -0.08
C -1.189 -0.492 -0.726 -0.12
H 3.155 3.071 1.441 0.07
H 2.937 1.676 2.415 0.06
H 1.740 2.943 2.546 0.07
H 2.148 0.387 -0.604 0.07
H 3.288 1.686 -0.476 0.07
H 1.750 1.983 -1.320 0.04
H -2.907 2.900 1.436 0.08
H -2.320 1.745 2.715 0.06
H -2.177 3.356 3.060 0.07
H -0.853 4.892 1.666 0.07
H 0.486 4.232 0.733 0.07
H -1.275 4.169 0.209 0.05
H -1.799 1.746 -2.095 0.07
H -0.538 2.837 -1.407 0.06
H -0.064 1.455 -2.303 0.05
H -0.319 -1.141 -0.623 0.07
H -1.502 -0.551 -1.769 0.07
H -2.001 -0.824 -0.079 0.05
O 0.105 -5.659 1.387 -0.30
P 0.493 -6.189 0.056 0.60
N 0.932 -5.020 -1.183 -0.27
C -0.076 -4.046 -1.568 -0.11
C 2.293 -4.780 -1.681 -0.12
N -0.761 -7.040 -0.685 -0.29
C -0.843 -7.374 -2.092 -0.14
C -2.065 -7.423 0.064 -0.07
N 1.749 -7.349 0.142 -0.29
C 2.547 -7.907 -0.961 -0.11
C 1.645 -8.247 1.309 -0.11
H -0.553 -3.550 -0.722 0.06
H -0.830 -4.584 -2.143 0.06
H 0.291 -3.238 -2.201 0.07
H 2.439 -3.807 -2.151 0.05
H 2.643 -5.491 -2.430 0.06
H 3.033 -4.942 -0.897 0.06
H -0.935 -8.459 -2.156 0.08
H -1.668 -6.883 -2.607 0.07
H 0.141 -7.109 -2.480 0.06
H -2.450 -8.367 -0.321 0.07
H -1.961 -7.598 1.135 0.07
H -2.873 -6.703 -0.069 0.06
H 3.327 -7.224 -1.297 0.06
H 3.144 -8.755 -0.625 0.08
H 1.907 -8.212 -1.790 0.07
H 2.296 -7.888 2.106 0.08
H 1.914 -9.273 1.057 0.07
H 0.602 -8.360 1.604 0.07
O -3.532 -2.229 -1.660 -0.30
P -4.965 -1.817 -1.690 0.64
N -5.196 -0.593 -2.841 -0.31
C -4.675 0.693 -2.593 -0.14
C -5.086 -0.848 -4.232 -0.13
N -5.701 -1.161 -0.237 -0.28
C -7.168 -1.124 -0.191 -0.14
C -4.968 -0.865 1.042 -0.09
N -5.966 -3.085 -2.263 -0.30
C -7.325 -2.939 -2.754 -0.12
C -5.516 -4.444 -2.029 -0.12
H -5.051 1.421 -3.312 0.06
H -3.586 0.707 -2.626 0.06
H -4.785 1.054 -1.570 0.08
H -5.872 -1.541 -4.531 0.06
H -4.115 -1.279 -4.477 0.07
H -5.255 0.007 -4.887 0.09
H -7.604 -0.943 -1.174 0.06
H -7.639 -1.983 0.285 0.08
H -7.516 -0.224 0.315 0.08
H -4.335 -1.706 1.328 0.04
H -4.303 -0.021 0.860 0.06
H -5.654 -0.624 1.854 0.08
H -7.470 -2.054 -3.373 0.07
H -7.526 -3.878 -3.271 0.08
H -8.022 -2.846 -1.922 0.06
H -5.870 -5.144 -2.785 0.08
H -5.793 -4.819 -1.043 0.08
H -4.428 -4.466 -2.080 0.06
C -3.690 5.255 -2.449 -0.09
C -4.268 4.431 -3.484 -0.29
N -4.785 3.856 -4.302 0.14
H -3.251 4.627 -1.674 0.06
H -4.422 5.960 -2.055 0.08
H -2.926 5.881 -2.912 0.06
C -0.958 0.978 5.384 -0.05
C -0.857 1.651 6.711 -0.29
N -0.812 2.130 7.726 0.14
H -0.181 1.453 4.786 0.06
H -1.944 1.222 4.989 0.07
H -0.735 -0.075 5.560 0.09
C 5.525 5.642 0.332 -0.06
C 4.984 4.804 -0.689 -0.28
N 4.567 4.145 -1.544 0.15
H 5.348 5.206 1.315 0.07
H 5.165 6.667 0.243 0.09
H 6.589 5.788 0.149 0.09
C -1.384 -2.894 2.085 -0.06
C -2.403 -2.257 2.917 -0.28
N -3.209 -1.745 3.584 0.13
H -0.464 -3.048 2.648 0.07
H -1.242 -2.120 1.331 0.04
H -1.843 -3.811 1.714 0.08
C 1.445 5.508 -2.423 -0.08
C 0.518 5.266 -3.523 -0.29
N -0.182 4.970 -4.411 0.13
H 2.362 5.919 -2.845 0.08
H 1.482 4.553 -1.898 0.06
H 1.029 6.317 -1.823 0.06
C 2.663 1.212 -3.822 -0.05
C 2.816 -0.189 -3.353 -0.26
N 2.939 -1.263 -3.014 0.16
H 3.427 1.868 -3.405 0.07
H 1.651 1.494 -3.533 0.05
H 2.707 1.278 -4.909 0.09
C -2.123 5.315 5.677 -0.07
C -2.241 6.457 4.756 -0.28
N -2.410 7.324 4.050 0.12
H -1.804 5.636 6.669 0.08
H -1.311 4.709 5.274 0.04
H -3.024 4.712 5.784 0.09
C -3.060 8.402 0.567 -0.08
C -2.222 7.535 -0.219 -0.23
N -1.479 6.840 -0.836 0.16
H -3.197 9.316 -0.012 0.08
H -2.648 8.839 1.476 0.08
H -4.039 7.965 0.763 0.09
```